C38H53CsN5O4P3S4 | wB97M-V/def2-TZVPD

Results
Kohn-Sham gap ... 3.85 eV
Charge ... -2
Highest occupied orbital energy ... -0.0198 Ha
E ... -127667.594 eV
Energy above the lowest of the compared OMol25 structures with the same formula, charge and spin ... 12.1 kcal/mol

```
108
Properties=species:S:1:pos:R:3:lowdin_charge:R:1
Cs 1.151 -0.291 0.360 0.89
C 1.144 3.471 0.499 -0.10
O 1.354 2.560 1.568 -0.17
C 0.900 2.900 2.797 -0.23
C 0.229 4.092 3.056 -0.03
C -0.241 4.378 4.333 -0.12
C -0.043 3.475 5.364 -0.12
C 0.648 2.298 5.113 -0.04
C 1.144 1.995 3.850 -0.17
N 1.856 0.795 3.562 0.06
N 2.457 0.369 4.583 0.05
C 3.212 -0.776 4.530 -0.15
C 3.273 -1.673 3.407 -0.39
O 2.530 -1.597 2.410 -0.25
C 4.269 -2.743 3.496 -0.01
C 5.005 -2.961 4.602 -0.05
C 4.875 -2.133 5.768 -0.19
C 5.625 -2.389 6.928 -0.07
C 5.517 -1.591 8.040 -0.13
C 4.641 -0.493 7.999 -0.12
C 3.902 -0.219 6.875 -0.04
C 3.985 -1.036 5.719 -0.11
H 1.736 4.381 0.639 0.10
H 0.084 3.726 0.411 0.07
H 1.462 2.965 -0.411 0.00
H 0.072 4.806 2.260 0.10
H -0.769 5.308 4.510 0.09
H -0.421 3.682 6.358 0.09
H 0.822 1.575 5.898 0.10
H 4.372 -3.371 2.618 0.10
H 5.722 -3.777 4.628 0.10
H 6.300 -3.239 6.928 0.10
H 6.099 -1.798 8.930 0.08
H 4.549 0.151 8.867 0.09
H 3.240 0.634 6.847 0.09
O 3.388 0.717 -7.858 -0.15
C 3.170 0.705 -6.657 -1.10
S 3.207 -0.730 -5.651 0.86
C 2.790 0.001 -4.079 -1.23
C 2.569 1.340 -4.109 -1.21
S 2.050 2.443 -2.862 0.42
S 2.759 2.115 -5.701 0.87
S 2.758 -1.156 -2.778 0.29
C 1.354 -5.028 2.152 -0.30
P 0.829 -3.976 0.740 0.80
C 2.369 -3.935 -0.253 -0.30
C -0.156 -5.215 -0.223 -0.46
C -0.570 -4.749 -1.625 -0.45
P -1.108 -2.979 -1.783 0.86
C -2.618 -3.010 -0.719 -0.30
C -1.949 -3.112 -3.414 -0.30
H 1.968 -4.409 2.808 0.01
H 1.931 -5.902 1.833 0.03
H 0.481 -5.362 2.716 0.03
H 2.782 -4.936 -0.411 0.04
H 3.107 -3.307 0.247 0.03
H 2.173 -3.474 -1.225 -0.02
H -1.049 -5.425 0.374 0.06
H 0.401 -6.156 -0.304 0.07
H -1.376 -5.392 -2.000 0.07
H 0.272 -4.862 -2.314 0.07
H -3.273 -3.861 -0.938 0.04
H -3.164 -2.079 -0.895 0.01
H -2.325 -3.039 0.332 0.03
H -2.657 -3.945 -3.450 0.03
H -1.211 -3.231 -4.209 0.04
H -2.479 -2.171 -3.590 0.02
O -0.876 1.119 -0.950 -0.46
P -2.018 1.283 -1.875 0.53
N -1.797 0.468 -3.288 -0.16
C -2.663 0.661 -4.460 -0.21
C -1.791 0.241 -5.651 -0.16
C -0.365 0.500 -5.165 -0.17
C -0.425 0.071 -3.709 -0.22
N -3.425 0.762 -1.146 -0.19
C -4.754 0.869 -1.741 -0.21
C -5.707 0.812 -0.541 -0.17
C -4.906 0.046 0.512 -0.18
C -3.491 0.576 0.306 -0.20
N -2.391 2.846 -2.315 -0.19
C -1.424 3.550 -3.196 -0.20
C -1.211 4.902 -2.523 -0.16
C -2.522 5.136 -1.774 -0.18
C -2.851 3.743 -1.247 -0.21
H -2.974 1.706 -4.548 0.09
H -3.573 0.055 -4.394 0.09
H -2.057 0.784 -6.560 0.10
H -1.922 -0.828 -5.846 0.10
H -0.111 1.562 -5.224 0.09
H 0.393 -0.055 -5.718 0.09
H 0.326 0.566 -3.096 0.02
H -0.289 -1.007 -3.600 0.06
H -4.940 0.038 -2.430 0.10
H -4.861 1.798 -2.310 0.10
H -6.657 0.337 -0.791 0.10
H -5.919 1.823 -0.184 0.10
H -4.934 -1.025 0.299 0.10
H -5.267 0.204 1.528 0.11
H -2.717 -0.112 0.642 0.10
H -3.353 1.521 0.848 0.11
H -1.854 3.669 -4.197 0.11
H -0.476 3.007 -3.283 0.03
H -0.975 5.686 -3.243 0.11
H -0.375 4.829 -1.823 0.10
H -3.301 5.465 -2.469 0.11
H -2.445 5.873 -0.973 0.10
H -3.918 3.603 -1.049 0.10
H -2.307 3.561 -0.311 0.11
```

***

C31H43N4O5PSV | wB97M-V/def2-TZVPD

Results
Kohn-Sham gap (alpha / beta) ... 4.68 / 4.67 eV
Charge ... +3
Highest occupied orbital energy (alpha / beta) ... -0.6086 / -0.6086 Ha
E ... -94830.498 eV

```
86
Properties=species:S:1:pos:R:3:lowdin_charge:R:1
V 1.160 1.350 0.730 0.89
C 0.512 1.220 3.525 -0.10
N 1.601 1.271 2.519 -0.11
C 2.867 1.577 2.821 0.06
C 3.697 1.627 1.722 -0.22
C 5.066 1.799 1.440 0.11
C 5.226 1.580 0.075 0.03
C 3.969 1.287 -0.453 -0.02
N 3.030 1.322 0.520 -0.09
C 0.913 0.330 4.668 -0.25
C 1.077 0.880 5.936 -0.03
C 1.456 0.066 6.995 -0.03
C 1.680 -1.288 6.783 -0.03
C 1.524 -1.836 5.514 -0.05
C 1.140 -1.030 4.457 -0.04
H -0.379 0.857 2.993 0.11
H 0.312 2.248 3.840 0.15
H 3.153 1.760 3.852 0.18
H 5.839 2.025 2.159 0.15
H 6.149 1.601 -0.481 0.14
H 3.700 1.050 -1.470 0.13
H 0.890 1.933 6.106 0.12
H 1.571 0.490 7.983 0.12
H 1.972 -1.921 7.610 0.12
H 1.697 -2.891 5.356 0.12
H 1.018 -1.463 3.468 0.10
C -3.683 -2.758 -3.661 -0.06
C -2.794 -1.940 -2.729 -0.23
C -1.347 -2.393 -2.865 -0.12
N -0.413 -1.693 -1.942 0.08
C -0.326 -1.755 -0.636 -0.65
S 1.003 -0.799 0.101 0.86
N -0.997 -2.519 0.198 0.14
C -2.090 -3.570 0.040 -0.34
O -3.095 -3.295 0.609 0.18
C -1.727 -4.779 -0.684 -0.19
C -0.399 -5.125 -0.957 -0.04
C -0.128 -6.304 -1.628 -0.04
C -1.175 -7.130 -2.028 -0.02
C -2.494 -6.795 -1.747 -0.02
C -2.777 -5.624 -1.065 0.01
H -4.715 -2.417 -3.611 0.09
H -3.663 -3.814 -3.390 0.08
H -3.354 -2.668 -4.697 0.09
H -3.136 -2.065 -1.699 0.09
H -2.868 -0.876 -2.970 0.11
H -0.958 -2.174 -3.859 0.14
H -1.242 -3.464 -2.708 0.11
H 0.230 -1.049 -2.377 0.14
H -0.922 -2.265 1.175 0.14
H 0.419 -4.499 -0.624 0.11
H 0.893 -6.593 -1.832 0.12
H -0.959 -8.050 -2.554 0.13
H -3.296 -7.452 -2.051 0.13
H -3.796 -5.352 -0.825 0.14
C -2.518 2.717 1.191 -0.01
C -2.324 1.774 0.026 -0.48
C -3.070 2.176 -1.224 0.01
C -2.554 0.344 0.412 -0.02
O -0.767 1.807 -0.426 -0.27
P -0.079 3.262 -0.601 0.38
O -0.853 4.474 -0.721 -0.14
O 0.691 3.030 0.872 -0.27
O 1.098 2.886 -1.547 -0.20
C 1.728 3.971 -2.560 -0.50
C 0.637 4.268 -3.559 -0.01
C 2.143 5.147 -1.714 -0.01
C 2.889 3.233 -3.173 -0.02
H -3.522 2.541 1.583 0.12
H -2.449 3.762 0.906 0.09
H -1.821 2.514 2.006 0.08
H -4.138 2.140 -1.000 0.12
H -2.873 1.486 -2.045 0.09
H -2.836 3.194 -1.525 0.09
H -3.600 0.235 0.703 0.13
H -1.954 0.058 1.279 0.08
H -2.377 -0.320 -0.426 0.06
H -0.239 4.713 -3.095 0.09
H 0.359 3.378 -4.123 0.10
H 1.034 4.998 -4.268 0.12
H 1.289 5.704 -1.331 0.09
H 2.723 5.821 -2.347 0.12
H 2.791 4.838 -0.892 0.10
H 2.584 2.272 -3.585 0.10
H 3.708 3.114 -2.466 0.07
H 3.269 3.836 -4.000 0.12
```